Entry 1:
{"formula": "C29H29BrClIN3O6Sc", "method": "wB97M-V/def2-TZVPD", "spin_multiplicity": 1, "homo_ev": -7.6, "e_above_lowest_ev": 0.0356, "homo_lumo_gap_ev": 6.4, "charge": 0, "lumo_ha": -0.0459, "e_tot_ev": -158671.8169, "elements": ["Sc", "Cl", "C", "C", "C", "I", "C", "O", "C", "N", "C", "C", "C", "C", "H", "H", "H", "H", "C", "C", "N", "C", "C", "N", "C", "O", "O", "C", "O", "O", "H", "H", "H", "H", "H", "C", "C", "C", "C", "C", "C", "C", "Br", "C", "O", "C", "C", "C", "C", "C", "C", "H", "H", "H", "H", "H", "H", "H", "H", "H", "H", "H", "H", "H", "H", "H", "H", "H", "H", "H", "H"], "coordinates": [[-16.501019, 8.642294, -10.397557], [-19.116065, 13.021850, -15.054507], [-18.397337, 12.330607, -13.701990], [-18.239930, 13.092720, -12.554054], [-17.904994, 12.479942, -11.354436], [-17.981388, 13.559994, -9.611997], [-17.400440, 11.159795, -11.418069], [-16.805791, 10.602372, -10.389007], [-17.499731, 10.408300, -12.610540], [-16.953902, 9.148320, -12.574498], [-17.029942, 8.395512, -13.714063], [-17.670977, 8.862150, -14.878308], [-18.180897, 10.130682, -14.923097], [-18.072485, 10.965403, -13.758761], [-18.613876, 14.089686, -12.544334], [-16.546312, 7.405166, -13.680252], [-17.731193, 8.198238, -15.772781], [-18.675792, 10.384822, -15.861081], [-14.047422, 6.122402, -12.230801], [-15.337018, 5.719948, -11.657270], [-16.206372, 6.527107, -11.050599], [-17.308562, 5.685763, -10.632149], [-17.030359, 4.382737, -10.989254], [-15.812996, 4.446466, -11.701018], [-17.750308, 3.095030, -10.897970], [-18.979913, 3.204564, -10.394991], [-17.161611, 2.089723, -11.297304], [-18.357691, 6.392690, -9.817459], [-19.334098, 5.754687, -9.433990], [-18.194756, 7.678498, -9.644871], [-13.291888, 6.357884, -11.427096], [-14.195569, 7.005874, -12.823835], [-13.642474, 5.332429, -12.864560], [-15.336943, 3.660902, -12.101603], [-19.183161, 4.089909, -9.930605], [-11.597140, 9.147652, -4.403866], [-11.428368, 10.351487, -5.322969], [-9.957423, 10.551703, -5.671867], [-11.956007, 11.664617, -4.678478], [-12.293117, 10.073102, -6.600587], [-13.623163, 9.674786, -6.397609], [-14.479452, 9.410088, -7.461656], [-16.273771, 8.946668, -7.205901], [-13.965988, 9.354807, -8.756841], [-14.573545, 8.690674, -9.692926], [-12.750746, 10.113802, -8.998633], [-11.921929, 10.356098, -7.900753], [-12.374474, 10.592438, -10.375838], [-11.701832, 11.995805, -10.190026], [-13.548384, 10.842575, -11.343855], [-11.340935, 9.614359, -10.992936], [-10.937518, 9.057473, -3.522979], [-11.450556, 8.171071, -4.966710], [-12.634530, 9.079573, -3.958337], [-9.370113, 10.991331, -4.811568], [-9.808607, 11.206536, -6.541550], [-9.561000, 9.523354, -5.955726], [-11.372406, 11.883953, -3.771967], [-13.035242, 11.495795, -4.401179], [-11.929914, 12.493776, -5.414223], [-14.063139, 9.567178, -5.440839], [-10.941863, 10.825664, -8.111418], [-12.313591, 12.668881, -9.552829], [-11.665842, 12.522832, -11.175403], [-10.704308, 11.908661, -9.727972], [-14.328180, 11.483693, -10.834002], [-14.107269, 9.952592, -11.643334], [-13.206660, 11.348719, -12.276628], [-10.411203, 9.592549, -10.381373], [-11.043444, 9.926039, -12.018435], [-11.721346, 8.557951, -11.056346]], "atomic_forces_ev_per_a": [[1.0859, 0.0243, 1.5297], [-0.5870, 0.8617, -1.3569], [0.2343, 0.0533, 1.0347], [-1.1441, -1.1577, -0.6101], [1.1180, -1.3102, -0.7082], [0.1690, -0.0419, 0.2977], [-0.0279, 1.2215, 1.3727], [-0.4374, -0.2548, -0.0207], [0.3279, -0.2320, -0.1778], [-0.4378, -1.1867, -2.0654], [0.2946, 0.9237, 1.8101], [0.3098, -0.7581, -0.4215], [-0.1139, -0.2457, 0.3896], [0.1342, -0.1362, -1.1124], [0.0016, 0.6691, -0.1494], [-0.4230, 0.5787, 0.0716], [0.0691, 0.6266, 0.9344], [0.1262, 0.6075, 0.5005], [1.1430, -0.0860, 0.6481], [-1.3670, -0.3997, 0.4578], [-0.8606, -2.2551, -0.1065], [2.2287, 1.0155, -0.2686], [0.7665, 1.4329, -0.8738], [-0.7218, 1.1278, 1.2273], [0.5844, -0.3935, -0.0417], [0.4913, -0.4999, 0.1619], [-1.7341, 1.3499, 0.7164], [-0.8759, 0.5252, -0.2248], [0.3599, -0.3208, 0.0339], [0.5978, -1.2403, -0.5956], [-0.8533, -0.1866, -0.7351], [0.1360, 0.5107, -0.2813], [0.0095, 0.0723, 0.0341], [-0.0200, -0.3972, 0.0115], [0.3879, -0.3686, -0.6651], [-0.8684, -1.7772, 0.6885], [-0.4592, 0.6712, -0.7351], [0.9082, -1.0606, -0.0276], [-0.9941, -0.7212, -0.0217], [-0.5384, 0.1003, 1.2567], [-0.1046, 0.2074, -0.9715], [1.5908, -0.0858, 0.2683], [-0.4028, -0.2827, -0.0447], [1.3700, 1.4888, 0.0198], [-1.7259, -0.3765, -1.5411], [-1.3715, -1.3328, 0.9075], [0.5833, 0.4676, -0.7348], [0.8473, 0.4829, -0.5979], [-0.2966, 0.3998, -0.5083], [-0.9923, 0.5821, 0.2517], [0.3193, -0.4121, -0.3227], [0.0857, 0.5924, -0.4311], [-0.1374, 1.1930, 0.4610], [0.9916, 0.1870, -0.5956], [-0.6356, -0.6838, -0.8433], [-0.0691, -0.0691, 0.3655], [-0.0182, 1.3087, 0.3691], [-0.2281, 0.1743, -0.2780], [1.0155, 0.3797, -0.1044], [0.1618, -0.3789, 0.5271], [-0.0465, 0.0259, 0.9632], [-0.7607, -0.4115, 0.3165], [0.2302, -0.5890, -0.1825], [0.4317, -0.5252, 0.6606], [-0.3426, 0.2145, -0.4695], [0.8695, -0.4173, -0.5666], [0.3927, -0.0960, 0.0227], [-0.1030, -0.2612, 0.7329], [-0.6074, -0.0116, -0.2945], [-0.2222, -0.1067, 0.5231], [0.1553, 0.9941, 0.1196]], "mulliken_charge": [0.6032, -0.2647, 0.8030, -0.6216, -0.6559, 0.0873, 0.7676, -0.4676, 0.6839, 0.5671, -0.1464, -0.9566, -0.7381, -0.2910, 0.4380, 0.2649, 0.3604, 0.3861, -1.0718, 0.1174, 0.2905, 0.0348, -0.0388, -0.0755, 0.5123, -0.5211, -0.6063, 0.8320, -0.8214, -0.6175, 0.2022, 0.2301, 0.4514, 0.2361, 0.4578, -1.4804, 1.7282, -1.5613, -1.5191, 0.2152, -0.6605, -1.1108, -0.1744, 0.3427, -0.3686, -0.2210, 0.8569, 2.3904, -1.8213, -1.7058, -1.3729, 0.3912, 0.3006, 0.2798, 0.3368, 0.3539, 0.3173, 0.4650, 0.3222, 0.3077, 0.3399, -0.1789, 0.3815, 0.4205, 0.3801, 0.3595, -0.0583, 0.5303, 0.3056, 0.4294, 0.0464]}

=====

Entry 2:
{"formula": "C29H29Cl5GeN6O5SeSiTi", "method": "wB97M-V/def2-TZVPD", "spin_multiplicity": 2, "homo_ev": [-4.7, -5.0], "e_above_lowest_ev": 0.0000, "s2": 0.75, "homo_lumo_gap_ev": [5.4, 5.6], "charge": -1, "lumo_ha": [0.0242, 0.0244], "e_tot_ev": -265201.7040, "elements": ["Ti", "C", "O", "C", "O", "N", "N", "H", "H", "H", "H", "H", "H", "Se", "N", "C", "C", "C", "C", "C", "N", "C", "C", "N", "C", "C", "C", "C", "C", "N", "H", "H", "H", "H", "H", "H", "C", "Si", "C", "C", "O", "H", "H", "H", "H", "H", "H", "H", "H", "H", "Cl", "C", "Cl", "C", "O", "O", "H", "C", "C", "C", "C", "C", "C", "C", "C", "C", "C", "H", "H", "H", "H", "H", "H", "H", "Cl", "Ge", "Cl", "Cl"], "coordinates": [[0.061098, -0.000298, 0.343678], [4.540324, -1.148937, 0.278297], [3.805099, -2.135576, 1.029532], [2.493146, -2.005176, 1.076441], [1.868224, -1.208151, 0.371839], [1.961499, -2.911525, 1.925364], [0.574146, -3.074866, 1.999446], [5.551709, -1.539535, 0.220473], [4.539498, -0.199904, 0.805766], [4.114346, -1.034893, -0.716313], [2.532371, -3.098791, 2.738506], [0.186761, -2.401212, 2.656679], [0.393261, -4.024265, 2.293193], [-6.123582, -4.984644, 0.122726], [-5.841978, -3.386339, 0.866065], [-4.630542, -3.023366, 0.551726], [-4.034046, -1.756899, 0.969071], [-4.692523, -0.811638, 1.752407], [-4.027422, 0.349831, 2.082789], [-2.735351, 0.555132, 1.608651], [-2.109957, -0.333833, 0.842648], [-2.734763, -1.481455, 0.552290], [-1.956772, -2.439535, -0.235506], [-0.706604, -2.071400, -0.506931], [0.033234, -2.867112, -1.264806], [-0.429746, -4.085845, -1.747493], [-1.711385, -4.491334, -1.434723], [-2.504822, -3.648603, -0.664099], [-3.876105, -3.956972, -0.268085], [-4.492431, -5.056269, -0.599921], [-5.700543, -1.008533, 2.092107], [-4.486608, 1.102480, 2.707500], [-2.168917, 1.447150, 1.849336], [1.028241, -2.509768, -1.493833], [0.217155, -4.699062, -2.358726], [-2.111500, -5.435462, -1.779839], [1.273586, 4.042861, -0.453139], [-0.398246, 3.357951, 0.019023], [-1.073934, 4.300365, 1.485746], [-1.547401, 3.526443, -1.455412], [-0.352128, 1.767618, 0.431744], [1.142786, 5.006023, -0.956042], [1.800803, 3.374766, -1.139323], [1.908812, 4.210973, 0.419186], [-1.055742, 5.379273, 1.310281], [-0.465361, 4.078098, 2.365109], [-2.105382, 4.012094, 1.710383], [-1.690998, 4.577497, -1.721933], [-2.528044, 3.092806, -1.240420], [-1.134088, 3.004630, -2.322414], [-1.836116, -0.458891, 5.168318], [-0.085658, -0.215623, 4.861609], [0.772858, -1.748954, 5.110423], [0.048880, 0.412376, 3.453627], [-0.002332, 1.629365, 3.441792], [0.105156, -0.400795, 2.473333], [0.275361, 0.486711, 5.601665], [3.734762, 1.941377, -3.786566], [3.749722, 1.671985, -2.399716], [2.652872, 1.116763, -1.804749], [1.472663, 0.800946, -2.532448], [0.327614, 0.242650, -1.871663], [-0.779189, 0.045734, -2.672898], [-0.813223, 0.346516, -4.054181], [0.289733, 0.857554, -4.673743], [1.464994, 1.102382, -3.922369], [2.620834, 1.663454, -4.524321], [4.604293, 2.383290, -4.258388], [4.612517, 1.923700, -1.795314], [2.665111, 0.931295, -0.737739], [-1.696932, -0.353748, -2.241329], [-1.722409, 0.171032, -4.620251], [0.281085, 1.093503, -5.732663], [2.595030, 1.883515, -5.586751], [2.843189, 3.678108, 3.396866], [2.816075, 1.913859, 1.980861], [4.962348, 2.301431, 1.128451], [3.441584, 0.225672, 3.479102]], "atomic_forces_ev_per_a": [[0.0111, 0.0467, -0.2596], [-0.0079, -0.0130, -0.0034], [-0.0065, 0.0074, 0.0031], [0.0459, 0.0541, -0.0109], [-0.0142, -0.0339, 0.0128], [-0.0030, -0.0368, 0.0007], [-0.0129, 0.0123, -0.0023], [0.0023, 0.0092, 0.0085], [0.0096, 0.0041, -0.0004], [-0.0061, -0.0037, 0.0060], [0.0058, 0.0026, 0.0015], [-0.0081, -0.0033, -0.0050], [0.0019, -0.0026, 0.0062], [-0.0018, -0.0068, 0.0065], [0.0023, 0.0147, -0.0006], [-0.0052, -0.0097, 0.0089], [0.0050, -0.0485, -0.0443], [0.0250, 0.0375, 0.0002], [-0.0361, -0.0391, -0.0002], [-0.0078, 0.0369, -0.0139], [-0.0711, 0.0504, 0.0363], [0.0528, 0.0345, 0.0250], [-0.0662, 0.0345, 0.0501], [0.0779, 0.0386, 0.0757], [0.0293, -0.0197, -0.0198], [-0.0212, -0.0141, -0.0057], [0.0252, -0.0006, -0.0117], [-0.0403, 0.0425, 0.0335], [-0.0090, -0.0045, 0.0096], [0.0130, 0.0027, -0.0125], [-0.0021, -0.0046, -0.0009], [0.0021, 0.0020, 0.0013], [0.0044, -0.0196, -0.0111], [-0.0039, 0.0121, 0.0107], [0.0058, 0.0046, 0.0017], [-0.0050, 0.0002, 0.0009], [-0.0115, -0.0372, 0.0067], [-0.0272, 0.0087, -0.0372], [-0.0204, -0.0176, 0.0029], [0.0059, 0.0276, 0.0185], [0.1817, -0.0856, 0.0348], [-0.0139, 0.0108, -0.0018], [-0.0509, 0.0990, 0.0518], [0.0027, 0.0055, -0.0057], [-0.0041, -0.0019, 0.0022], [0.0205, 0.0026, 0.0027], [-0.0037, 0.0118, -0.0102], [-0.0081, -0.0036, -0.0097], [-0.0032, -0.0045, -0.0014], [0.0024, -0.0068, 0.0079], [-0.0073, 0.0010, -0.0066], [0.0304, -0.0038, 0.0029], [0.0050, 0.0011, 0.0058], [-0.1195, -0.0387, -0.0630], [-0.0071, 0.0158, -0.0011], [0.0730, -0.0602, 0.0716], [0.0061, -0.0010, -0.0018], [0.0220, 0.0043, 0.0212], [0.0030, -0.0317, -0.0042], [0.0128, -0.0954, -0.0684], [0.0277, 0.0344, 0.0194], [-0.1367, -0.0118, 0.0181], [0.0237, -0.0325, -0.0120], [-0.0034, -0.0035, -0.0126], [0.0169, 0.0052, -0.0036], [-0.0042, -0.0111, 0.0207], [-0.0309, 0.0076, -0.0114], [0.0025, -0.0018, 0.0001], [0.0046, 0.0062, -0.0003], [0.0052, 0.0122, -0.0063], [0.0048, 0.0035, 0.0040], [-0.0010, 0.0051, -0.0018], [-0.0012, -0.0018, 0.0011], [0.0036, -0.0001, -0.0008], [-0.0040, -0.0139, 0.0227], [0.0335, -0.0296, 0.0460], [-0.0198, 0.0175, -0.0025], [-0.0007, 0.0272, 0.0042]], "mulliken_spin": [0.9302, 0.0013, 0.0013, 0.0102, -0.0085, 0.0020, 0.0047, 0.0001, -0.0001, 0.0004, -0.0001, 0.0053, -0.0001, -0.0014, -0.0021, -0.0036, -0.0054, 0.0185, -0.0059, 0.0178, -0.0027, 0.0238, 0.0079, -0.0126, 0.0345, 0.0013, 0.0093, -0.0012, -0.0032, -0.0001, 0.0002, 0.0003, 0.0069, 0.0018, -0.0001, -0.0003, 0.0007, 0.0013, -0.0001, -0.0003, -0.0044, 0.0003, -0.0005, 0.0002, -0.0001, -0.0001, 0.0000, 0.0000, -0.0005, 0.0003, 0.0005, -0.0002, 0.0001, 0.0055, 0.0070, 0.0054, 0.0000, 0.0013, -0.0067, 0.0029, -0.0319, 0.0024, -0.0183, 0.0134, -0.0038, 0.0027, -0.0046, 0.0009, -0.0005, -0.0118, 0.0068, -0.0001, -0.0003, -0.0004, 0.0007, -0.0003, 0.0012, 0.0004]}